Formula: C23H30DyNO8
Source: the Open Molecules 2025 dataset
Level of theory: the ωB97M-V functional and the def2-TZVPD basis

Output
Total charge = -2
LUMO (alpha / beta) = 4.17 / 4.14 eV
<S²> = 9.35
2S+1 = 6

CARTESIAN COORDINATES (ANGSTROEM)
C1 -0.13 -0.16 -3.31
C2 -0.69 -1.15 -2.25
C3 -0.30 1.27 -2.74
C4 -1.44 1.12 -1.71
H1 -0.56 1.96 -3.55
H2 0.63 1.59 -2.24
C5 -1.14 -0.29 -1.08
H3 0.10 -1.86 -1.99
H4 -1.54 -1.69 -2.68
C6 -0.01 -0.15 -0.03
H5 -2.03 -0.71 -0.59
H6 -2.38 0.99 -2.28
C7 -1.63 2.25 -0.80
C8 1.33 -0.35 -3.68
C9 -0.78 -0.27 -4.70
O1 -1.49 0.63 -5.11
O2 2.13 -1.07 -3.11
O3 1.63 0.37 -4.78
O4 -0.50 -1.32 -5.51
C10 0.04 -2.61 -5.12
H7 -0.09 -2.83 -4.05
H8 1.11 -2.65 -5.40
H9 -0.52 -3.33 -5.72
C11 2.99 0.23 -5.20
H10 3.66 0.71 -4.47
H11 3.03 0.74 -6.16
H12 3.26 -0.82 -5.31
O5 -0.41 0.48 1.13
H13 0.87 0.35 -0.50
H14 0.35 -1.17 0.23
C12 -2.97 2.47 -0.27
C13 -0.53 3.16 -0.46
H15 -0.06 3.62 -1.34
H16 0.28 2.65 0.10
H17 -0.90 3.96 0.19
H18 -2.94 2.77 0.79
H19 -3.59 1.56 -0.36
H20 -3.48 3.27 -0.82
Dy1 -0.06 -0.02 3.15
C14 -1.92 -1.44 4.51
C15 -2.48 -1.29 3.20
C16 -1.63 -1.97 2.28
H21 -3.43 -0.81 2.96
C17 -0.52 -2.51 3.02
C18 -0.72 -2.20 4.41
H22 -0.10 -2.54 5.23
H23 -2.39 -1.12 5.44
H24 -1.82 -2.12 1.22
H25 0.29 -3.11 2.61
C19 2.47 1.32 3.58
C20 2.37 0.22 4.49
C21 2.29 -0.98 3.71
H26 2.47 0.28 5.58
C22 2.33 -0.62 2.33
C23 2.44 0.82 2.25
H27 2.53 1.40 1.34
H28 2.58 2.37 3.87
H29 2.26 -2.00 4.11
H30 2.37 -1.31 1.49
O6 0.70 1.71 6.59
N1 -0.13 0.97 6.06
O7 -0.61 -0.05 6.58
O8 -0.56 1.30 4.81

Formally, the Löwdin partial charges of the atoms, in units of the elementary charge, are as follows:
1. C -0.2515
2. C -0.0780
3. C -0.0655
4. C -0.2902
5. H 0.1266
6. H 0.1223
7. C -0.2238
8. H 0.1052
9. H 0.1194
10. C -0.3230
11. H 0.1330
12. H 0.1303
13. C -0.4462
14. C -0.4591
15. C -0.4199
16. O 0.1047
17. O 0.0933
18. O -0.0321
19. O -0.0396
20. C -0.0340
21. H 0.0854
22. H 0.0884
23. H 0.0847
24. C -0.0468
25. H 0.0990
26. H 0.0875
27. H 0.0888
28. O -0.4077
29. H 0.1165
30. H 0.0921
31. C -0.1819
32. C -0.1657
33. H 0.0337
34. H 0.0397
35. H 0.0589
36. H 0.0476
37. H 0.0536
38. H 0.0204
39. Dy 1.5812
40. C -0.2247
41. C -0.1805
42. C -0.2110
43. H 0.0956
44. C -0.2524
45. C -0.2496
46. H 0.0942
47. H 0.0880
48. H 0.0927
49. H 0.0951
50. C -0.1765
51. C -0.2155
52. C -0.2612
53. H 0.0885
54. C -0.2508
55. C -0.1877
56. H 0.0925
57. H 0.0952
58. H 0.0900
59. H 0.0943
60. O 0.0063
61. N -0.5034
62. O -0.0088
63. O -0.2574